Entry 1:
DFT (ωB97M-V/def2-TZVPD) results for a 2-piece molecular cluster, C2H3NO3 overall.

XYZ file:
```
9
Properties=species:S:1:pos:R:3
C -0.8225 0.7962 0.7256
C -0.3647 0.1244 -0.4383
N 1.3980 -0.8848 -0.4437
O 1.1783 -1.9889 -0.7825
O 2.3874 -0.3638 -0.0515
O -1.2361 -0.5744 0.2982
H -0.3418 0.8727 1.6123
H -1.5471 1.5640 0.4610
H -0.6516 0.4545 -1.3812
```

Calculated values
ΔE to the lowest compared entry with this formula, charge and spin = 161.80 kcal per mole
LUMO = 0.426 eV
Kohn-Sham gap = 0.37011 Ha



Entry 2:
DFT (ωB97M-V/def2-TZVPD) results for the molecule C5H12N4.

XYZ file:
```
21
Properties=species:S:1:pos:R:3
H 0.5587 -2.0324 1.1304
N 0.3977 -2.3496 0.1746
C 0.2755 -1.4276 -0.6819
C 1.2831 -0.0176 -0.7030
C 2.0063 0.1458 0.6160
C 0.3278 1.1306 -1.0362
C -0.8973 0.8399 -0.2256
N -0.9824 1.3611 1.0434
N -1.5703 -0.2280 -0.5864
N -2.7128 -0.5669 0.1580
H 0.0719 -1.7219 -1.7062
H 1.9636 -0.2070 -1.5353
H 2.2956 1.1812 0.7976
H 2.9077 -0.4680 0.6453
H 1.3675 -0.1483 1.4547
H 0.7440 2.1134 -0.7944
H 0.0463 1.0846 -2.0885
H -0.4659 2.2070 1.2230
H -1.8928 1.2891 1.4747
H -3.2693 -1.1971 -0.4079
H -2.4550 -0.9883 1.0478
```

Calculated values
ΔE to the lowest compared entry with this formula, charge and spin = 59.08 kcal per mole
SMILES = [H]/N=C\[C@H](C)C/C(N)=N/N
LUMO = 0.830 eV
Kohn-Sham gap = 0.32643 Ha



Entry 3:
DFT (ωB97M-V/def2-TZVPD) results for the molecule C4H7ClS.

XYZ file:
```
13
Properties=species:S:1:pos:R:3
C 1.6776 -0.1910 -0.0689
C 0.2026 -0.4784 -0.0049
C -0.9462 0.5704 -0.2590
S -2.2998 0.1020 -1.2756
C -0.7896 -0.0899 1.0764
Cl -0.4143 0.9170 2.4852
H 2.1879 -0.3198 -1.0263
H 2.1857 -0.8742 0.6448
H 1.9339 0.8134 0.2713
H -0.0345 -1.4307 -0.4982
H -0.6161 1.6139 -0.2222
H -1.5914 0.2449 -2.3948
H -1.4959 -0.8779 1.2722
```

Calculated values
ΔE to the lowest compared entry with this formula, charge and spin = 11.92 kcal per mole
SMILES = C[C@@H]1[C@@H](S)[C@@H]1Cl
LUMO = 0.873 eV
Kohn-Sham gap = 0.36626 Ha



Entry 4:
DFT (ωB97M-V/def2-TZVPD) results for the molecule C4H7NO2.

XYZ file:
```
14
Properties=species:S:1:pos:R:3
H -0.3178 2.1834 0.1185
N -0.1317 1.2251 0.1409
C -0.7857 0.1668 0.0146
C -2.2274 -0.2352 -0.2021
O -0.0222 -0.9608 0.1083
C 1.3208 -0.6970 0.5075
C 2.1212 0.1842 -0.4400
O 3.1934 0.6393 -0.1186
H -2.5621 -0.8207 0.6620
H -2.9034 0.6086 -0.3477
H -2.2865 -0.9022 -1.0694
H 1.3597 -0.2270 1.4973
H 1.7896 -1.6805 0.5515
H 1.7092 0.3281 -1.4585
```

Calculated values
ΔE to the lowest compared entry with this formula, charge and spin = 42.26 kcal per mole
SMILES = [H]/N=C(\C)OCC=O
LUMO = 0.840 eV
Kohn-Sham gap = 0.38007 Ha



Entry 5:
DFT (ωB97M-V/def2-TZVPD) results for a 5-piece molecular cluster, C39H84F4IN4O21P4 overall.

XYZ file:
```
157
Properties=species:S:1:pos:R:3
C 10.5700 -1.2156 4.1026
C 10.8456 -2.2174 2.9666
O 10.0476 -3.3921 2.9937
C 8.6856 -3.1605 2.7358
C 8.4774 -2.7987 1.2445
O 7.2852 -3.3388 0.6745
C 6.1305 -2.5944 0.9632
N 5.4092 -2.1496 -0.2432
C 5.0669 -3.2114 -1.1066
N 3.8314 -3.6216 -1.0828
C 2.8003 -2.9707 -0.2471
C 2.7533 -3.4532 1.2271
C 1.3450 -3.8887 1.6891
C 0.5086 -2.7439 2.3102
C -0.5305 -3.3763 3.2654
C -1.8004 -2.5187 3.4254
C -2.7543 -2.6585 2.2038
C -2.6791 -1.3576 1.3415
C -3.7263 -0.3236 1.8287
C -4.1813 0.5797 0.6315
C -5.7167 0.7138 0.6629
C -6.2129 1.5949 -0.4794
O -6.0401 0.9098 -1.7226
C -6.6791 1.6111 -2.7838
C 3.3746 -4.7281 -1.9258
I 2.3325 -3.8842 -3.6436
C 2.4531 -5.7239 -1.2252
C 3.1248 -6.4881 -0.0518
N 5.9963 -3.7797 -1.9156
C 7.0925 -2.8677 -2.2840
F 7.5101 -3.2060 -3.5422
C 6.6869 -1.3987 -2.2795
C 6.0145 -1.0292 -0.9292
F 6.9650 -0.3759 -0.1937
N 4.9454 -0.0410 -1.2409
C 5.4743 1.1494 -1.8363
O 5.7739 2.1031 -1.2051
F 5.5939 1.1890 -3.1558
C 4.2169 0.3639 -0.0701
O 3.1415 0.8407 -0.1785
F 4.7512 0.2071 1.1332
H 10.9377 -1.6412 5.0375
H 9.5186 -0.9399 4.2142
H 11.1020 -0.2925 3.8534
H 11.8756 -2.5587 3.0974
H 10.8271 -1.6835 2.0054
H 8.2376 -2.4038 3.3914
H 8.1755 -4.1144 2.9097
H 8.5827 -1.7139 1.1215
H 9.3145 -3.2472 0.6991
H 6.3148 -1.7765 1.6616
H 5.4487 -3.2700 1.4927
H 1.8132 -3.1553 -0.6733
H 2.9237 -1.8912 -0.2406
H 3.0255 -2.5999 1.8609
H 3.4794 -4.2339 1.4637
H 1.4594 -4.6626 2.4568
H 0.7422 -4.3311 0.8883
H 1.1135 -1.9837 2.8100
H -0.0941 -2.2820 1.5199
H -0.8547 -4.3356 2.8418
H -0.1065 -3.6041 4.2497
H -2.3532 -2.9221 4.2848
H -1.5926 -1.4732 3.6696
H -2.4813 -3.5323 1.5996
H -3.7948 -2.7772 2.5104
H -2.8440 -1.6255 0.2924
H -1.6983 -0.8810 1.4406
H -3.2582 0.3339 2.5670
H -4.6136 -0.7914 2.2610
H -3.9266 0.1121 -0.3235
H -3.6830 1.5504 0.6990
H -6.1793 -0.2681 0.5313
H -6.0114 1.2044 1.5969
H -5.7055 2.5695 -0.5460
H -7.2934 1.7648 -0.3448
H -6.0502 2.4862 -3.0058
H -7.7080 1.9065 -2.5491
H -6.6808 0.9464 -3.6507
H 4.1983 -5.2927 -2.3543
H 2.1998 -6.4739 -1.9805
H 1.4950 -5.2743 -0.9587
H 2.4325 -6.5262 0.7932
H 4.0797 -6.0604 0.2599
H 3.2594 -7.5297 -0.3499
H 5.6012 -4.0671 -2.8124
H 7.9681 -3.0079 -1.6475
H 6.0238 -1.1857 -3.1210
H 7.6018 -0.8063 -2.3596
C -12.6773 2.3126 0.4554
O -12.5758 1.4169 -0.6560
P -11.2728 0.3581 -0.6594
O -10.2298 1.4467 -0.6362
O -11.6025 -0.0793 -2.1947
C -12.6880 0.4187 -2.9734
O -10.1214 -0.8537 -0.5796
C -10.4904 -2.2112 -0.8807
H -13.6738 2.7508 0.4391
H -12.5375 1.7873 1.3990
H -11.9381 3.1062 0.3595
H -12.5604 1.4817 -3.1734
H -13.6426 0.2329 -2.4866
H -12.6773 -0.1179 -3.9211
H -10.5644 -2.3514 -1.9583
H -11.4328 -2.4825 -0.4061
H -9.7061 -2.8624 -0.4991
C -2.0437 2.8686 -4.4533
O -0.7190 3.3985 -4.2890
P -0.2829 3.8187 -2.7437
O -1.3548 4.7818 -2.3730
O 1.0914 4.5406 -3.2318
C 1.4447 4.7795 -4.5909
O 0.3708 3.5259 -1.2500
C 1.6331 2.8448 -1.1453
H -2.1016 2.4220 -5.4443
H -2.2600 2.1059 -3.7071
H -2.7741 3.6721 -4.3826
H 0.7595 5.4930 -5.0468
H 1.4682 3.8538 -5.1622
H 2.4459 5.2094 -4.5938
H 2.4510 3.5316 -1.3701
H 1.6712 1.9874 -1.8149
H 1.7409 2.5029 -0.1255
C 8.7734 2.8623 -1.5286
O 9.1636 3.9199 -2.4080
P 9.8642 3.4507 -3.8403
O 10.9926 2.6041 -3.3582
O 10.3074 4.9612 -4.2282
C 10.2013 6.0915 -3.3641
O 9.8412 3.0147 -5.4365
C 9.0687 3.7901 -6.3706
H 8.1225 3.2799 -0.7636
H 8.2332 2.0855 -2.0682
H 9.6549 2.4377 -1.0491
H 10.8654 5.9837 -2.5074
H 9.1753 6.2435 -3.0369
H 10.5108 6.9646 -3.9359
H 9.5961 4.7075 -6.6255
H 8.0831 4.0279 -5.9710
H 8.9472 3.1972 -7.2750
C -11.9306 1.3662 7.2642
O -11.2278 2.3810 6.5331
P -9.9583 1.8678 5.5951
O -9.1059 1.1624 6.5929
O -9.4605 3.3822 5.2800
C -9.9817 4.5555 5.8981
O -9.2726 1.3205 4.1920
C -9.6075 1.9543 2.9425
H -12.8592 1.8024 7.6280
H -12.1645 0.5125 6.6303
H -11.3332 1.0425 8.1144
H -9.7478 4.5658 6.9622
H -11.0547 4.6414 5.7416
H -9.4980 5.4104 5.4276
H -9.0712 2.8963 2.8390
H -10.6813 2.1246 2.8708
H -9.3013 1.2958 2.1312
```

Calculated values
LUMO = -3.924 eV
Kohn-Sham gap = 0.23760 Ha
net charge = +1